{
  "formula": "C6H11NO",
  "method": "wB97M-V/def2-TZVPD",
  "lumo_energy_ev": [0.8, -2.5],
  "multiplicity": 3,
  "e_tot_ev": -9930.5817,
  "molar_mass_g_mol": 113.2,
  "gap_ev": [6.11, 6.60],
  "s2": 2.01,
  "symbols": ["C", "C", "C", "C", "C", "C", "N", "O", "H", "H", "H", "H", "H", "H", "H", "H", "H", "H", "H"],
  "coordinates": [[1.2613, -0.9141, 0.4958], [-0.2930, 0.8605, -0.6579], [-0.7698, 0.6258, 0.7267], [-0.0193, -0.5105, 0.0230], [0.7341, 1.9863, -0.7718], [-0.9759, -1.8284, -0.4449], [1.9938, -0.3277, 1.3488], [-2.1284, 0.5506, 0.9580], [1.4548, -2.0091, 0.1519], [-0.9602, 0.7328, -1.4006], [-0.1377, 1.1638, 1.5590], [0.3173, 2.9543, -1.1702], [1.7303, 1.6833, -1.2978], [1.1166, 2.2045, 0.2240], [-0.3792, -2.4823, -1.0352], [-1.7400, -1.6052, -1.0235], [-1.4310, -2.2114, 0.3795], [2.8864, -0.7685, 1.4711], [-2.6601, -0.1047, 0.4642]],
  "forces_ev_per_angstrom": [[-3.241, -4.055, -4.954], [2.518, 0.873, 2.312], [0.707, 0.180, 0.333], [-2.144, -1.288, -1.148], [1.830, -0.367, -0.782], [5.296, 3.158, 1.126], [3.029, 0.674, 4.275], [-1.135, -0.005, 1.004], [0.016, 1.449, 1.484], [-2.358, 0.030, -2.401], [-1.727, -1.169, -1.489], [0.394, -1.175, 0.125], [-1.909, 0.542, 0.261], [-0.178, 0.158, 0.160], [0.640, -0.810, 0.039], [-3.547, 1.852, -3.155], [-0.532, -1.604, 2.691], [1.199, 1.134, -0.023], [1.141, 0.421, 0.141]]
}